(1)
Density functional theory data (ωB97M-V/def2-TZVPD) for H22O11 as an isolated structure at a distorted geometry.

The geometry in ORCA input format:
```
! RIJCOSX wB97M-V def2-TZVPD def2/J DEFGRID3
* xyz 0 1
O -1.1686 -2.5409 -0.1539
O 0.9039 -1.6846 2.6854
O 2.7950 -1.6728 0.2799
O -2.2561 1.5685 0.1707
O -0.4426 2.6745 0.7158
O 0.6043 1.4343 -3.5037
O -0.6115 -1.8967 -2.9107
O -1.0301 2.0482 3.4262
O 3.5994 0.3267 -1.4091
O 0.2592 0.1770 -0.9216
O -1.7213 -0.7715 1.7826
H -0.3359 2.1771 4.0449
H -0.7774 -2.0537 -0.9061
H -0.4575 -1.2333 -3.6842
H 1.5266 -1.2729 3.3335
H 0.3592 -0.8993 2.3778
H 3.5473 -2.1105 0.2357
H 3.4340 -0.2085 -0.6456
H -1.3381 2.3971 0.3996
H -2.0658 -2.5099 -0.2345
H 0.4155 1.1107 -2.7346
H 2.3721 -1.9588 1.0776
H -1.7027 -1.1374 0.7673
H -2.6475 2.1516 -0.5687
H 0.2098 0.8247 -4.1521
H 3.7439 1.0846 -0.8342
H 0.8353 -0.4622 -0.7972
H -1.5965 -1.9323 -2.7973
H -2.4630 -0.2772 2.0572
H -0.6895 1.9212 2.5652
H -3.0844 1.0480 0.6224
H 0.0191 0.7173 -0.0730
H -0.2361 2.9611 -0.2156
*
```

Properties
E ... -840.68630 a.u.
Energy relative to the best compared isomer or geometry (same formula, charge and spin) ... 121.6 kcal per mole
LUMO level ... -0.48 eV

---

(2)
Density functional theory data (ωB97M-V/def2-TZVPD) for C41H38ClN3O4S3Ta as an isolated structure.

The geometry in ORCA input format:
```
! RIJCOSX wB97M-V def2-TZVPD def2/J DEFGRID3
* xyz -1 1
Ta -0.5852 0.6263 -0.2699
Cl 6.8605 -1.6143 0.2190
S -1.6944 -1.7631 -0.9818
S 1.3650 1.5767 0.7987
S -1.2978 2.9780 0.1735
O 1.7339 -7.5163 0.0530
O -3.0629 1.8108 -3.6206
O 0.6342 -7.4719 1.9679
O -3.1096 -0.7136 2.8744
N -1.2835 0.0933 1.6917
N -2.8059 0.6665 -0.3276
N -1.2464 1.1515 -2.3368
C -0.5476 0.2314 2.9349
C 4.2468 -2.2245 -0.1853
C 3.5900 0.3308 -1.0234
C -5.5307 0.6194 -0.3720
C -1.5234 -0.7751 -4.4679
C 0.5162 -5.1612 -0.8922
C 0.5707 -0.5552 3.2047
C 0.4917 2.3549 -3.6225
C 1.2660 -0.3597 4.3955
C -2.1459 2.1067 3.6043
C 0.5767 3.4565 -2.6064
C 2.9457 -1.9114 -0.5482
C -3.4430 1.0544 -1.4211
C -0.0658 -3.9735 -1.3000
C 5.2127 -1.2375 -0.2431
C -3.4661 0.2129 0.7332
C -4.8257 1.0635 -1.4795
C -0.1621 3.7347 1.2543
C 4.8970 0.0406 -0.6680
C -0.4157 1.2968 -3.5089
C -0.5687 5.0678 1.8287
C -0.2175 1.4052 5.0080
C -2.5554 1.4039 -2.5846
C 0.2711 -5.6649 0.3813
C 1.3016 1.4168 -5.6992
C -0.5087 0.3303 -4.5161
C -1.1660 -3.7766 0.8161
C -0.8964 -3.2432 -0.4471
C -0.9531 1.2250 3.8450
C 1.1765 -0.3216 -1.3825
C 0.3626 0.4055 -5.5967
C 1.1115 -1.5211 2.2052
C 2.5777 -0.6295 -0.9583
C 2.0201 3.6177 2.5169
C 1.3515 2.3897 -4.7172
C 0.9811 3.0997 1.5656
C -2.6013 -0.2166 1.8828
C -0.5851 -4.9611 1.2271
C -4.8449 0.1732 0.7511
C 0.8851 0.6156 5.2942
C 0.9426 -6.9473 0.7547
H -1.4984 5.4130 1.3802
H -1.8191 -3.2318 1.4872
H 1.6260 -2.3541 2.6863
H 3.3472 1.3277 -1.3678
H -2.0963 2.9838 4.2503
H 2.0773 2.9908 3.4103
H 0.1208 -3.5956 -2.2972
H -2.1953 2.4407 2.5684
H 5.6672 0.7971 -0.7197
H 1.8416 -1.0206 1.5665
H -0.7250 5.0064 2.9076
H -5.2946 1.4011 -2.3920
H -3.0740 1.5785 3.8259
H 1.7948 4.6352 2.8338
H -2.5208 -0.3818 -4.6701
H 0.7327 -1.2142 -1.8170
H 3.0123 3.6154 2.0611
H -0.5225 2.1813 5.6996
H 0.1917 5.8287 1.6456
H 0.3330 -1.9176 1.5630
H 2.1374 -0.9728 4.5920
H -5.3358 -0.2071 1.6347
H 1.0820 3.1365 -1.6900
H 0.2981 -0.3558 -6.3653
H -0.4089 3.8024 -2.3025
H 1.9803 1.4503 -6.5413
H -0.0232 -6.9179 2.4042
H -0.8076 -5.2970 2.2347
H -6.6128 0.6042 -0.3885
H 4.5066 -3.2229 0.1380
H 1.2451 0.4148 -2.1856
H 1.1365 4.2954 -3.0215
H -1.5490 -1.2585 -3.4906
H 1.1698 -5.7150 -1.5518
H 2.0593 3.2064 -4.7915
H -1.2917 -1.5287 -5.2207
H 1.4457 0.7671 6.2071
H 2.1902 -2.6818 -0.4878
*
```

Properties
E ... -3762.48990 a.u.
LUMO level ... 1.78 eV

---

(3)
Density functional theory data (ωB97M-V/def2-TZVPD) for an isolated molecule of C7H6N2OS at a distorted geometry.

The geometry in ORCA input format:
```
! RIJCOSX wB97M-V def2-TZVPD def2/J DEFGRID3
* xyz 0 1
S 0.4487 1.5582 -3.2900
O 0.3732 -1.7688 0.6005
N -0.9385 0.6011 -2.7047
N -0.5276 1.4839 -0.6345
C -0.3967 0.1031 -0.5941
C -0.7748 1.8417 -1.9131
C 0.9424 -0.9982 2.6200
C 0.7931 -2.1351 1.8829
C 0.5001 0.0938 1.8524
C -0.5200 -0.3624 -1.8545
C 0.1010 -0.4748 0.6425
H 0.9675 -3.2134 2.1353
H -1.4368 2.6275 -2.3290
H -0.2145 -1.3411 -2.0709
H 0.4102 1.1048 1.9491
H -1.0502 1.9813 0.0829
H 1.3229 -1.1018 3.6251
*
```

Properties
SMILES string ... C1=C(c2ccco2)N[C@H]2SN12
E ... -853.16765 a.u.
Energy relative to the best compared isomer or geometry (same formula, charge and spin) ... 58.4 kcal per mole
LUMO level ... 0.51 eV

---

(4)
Density functional theory data (ωB97M-V/def2-TZVPD) for a 8-piece molecular cluster, C36H90N10O8 overall at a distorted geometry.

The geometry in ORCA input format:
```
! RIJCOSX wB97M-V def2-TZVPD def2/J DEFGRID3
* xyz 0 1
O -24.4588 12.2266 19.4090
O -27.0341 16.0476 21.6562
O -33.5483 13.5446 23.9916
O -31.9279 19.6000 17.0950
O -21.1310 19.5243 18.2106
O -20.6520 16.8001 21.9956
O -24.3553 20.4567 17.3730
O -22.0802 18.3524 25.2119
N -22.9381 20.2666 19.4053
N -18.2479 19.6304 21.5433
N -25.1206 21.9334 15.8070
N -26.2593 18.7143 21.8590
N -23.7432 19.7557 23.4053
N -31.6030 19.0081 18.3417
N -26.5245 21.1328 17.4488
N -21.7873 13.5527 17.2634
N -20.8283 21.1363 19.7596
N -32.6534 13.5144 22.8995
C -29.7531 20.5830 19.0791
C -30.4518 12.8946 22.0693
C -31.9075 14.5164 20.7865
C -32.8923 14.6188 21.9486
C -30.8823 18.3478 21.0229
C -23.9724 19.7330 24.8639
C -21.6143 20.3039 19.0337
C -32.2902 18.1343 20.4628
C -23.5326 12.3427 18.3575
C -32.8573 15.9858 22.6723
C -31.3071 13.1080 23.2978
C -23.4367 18.4943 25.5589
C -19.7482 17.8360 22.3282
C -30.6459 14.0927 24.2663
C -18.7640 18.2588 21.2351
C -24.6520 18.5046 20.0632
C -30.4620 14.0658 21.0562
C -17.5166 17.3990 21.1804
C -32.8936 20.6023 19.8311
C -30.1938 19.1352 18.6961
C -29.9028 18.1803 19.8531
C -23.3234 14.8035 18.6666
C -23.8606 11.9093 20.6459
C -32.6447 19.1620 19.3632
C -21.5455 17.0617 25.3762
C -27.1132 14.7841 22.2630
C -25.9424 17.9060 20.6653
C -22.5115 13.5078 18.5245
C -29.3098 18.5846 17.5350
C -25.2619 21.1440 16.9282
C -33.9809 18.6558 18.7776
C -31.4002 11.7350 23.9682
C -25.8113 16.4587 21.0990
C -25.4347 20.0284 25.1633
C -34.3077 14.4586 21.4006
C -21.7177 17.2356 21.1932
H -24.2154 21.9726 15.3816
H -29.7246 13.6985 24.6973
H -29.8475 17.1629 19.4560
H -34.7980 18.6947 19.4960
H -28.3175 18.2482 17.8192
H -23.0464 11.3913 18.1043
H -26.5943 20.5492 18.2653
H -33.8208 17.6197 18.4740
H -31.8365 15.5058 20.3250
H -28.7716 20.8064 18.6629
H -23.5640 19.8246 18.7502
H -28.8826 18.3581 20.2123
H -31.9623 18.8285 16.5203
H -29.1691 19.3669 16.7825
H -21.9731 16.3221 24.6985
H -26.4632 14.6672 23.1393
H -29.3986 12.7354 22.3090
H -24.9590 16.2666 21.7660
H -33.1984 21.2181 18.9824
H -25.6683 15.7962 20.2316
H -24.8283 19.5279 19.7419
H -33.8121 20.6784 20.4202
H -23.5518 10.8612 20.7228
H -30.7750 19.3502 21.4391
H -19.0873 20.1673 21.7771
H -16.9959 17.2884 22.1373
H -16.7383 17.6561 20.4667
H -30.0097 13.7282 20.1246
H -34.5770 15.2567 20.6949
H -22.3253 16.4281 20.7802
H -26.9551 18.3021 22.4731
H -21.2521 14.4077 17.1657
H -23.9199 18.4461 20.8652
H -20.4591 17.1133 25.3514
H -32.9753 18.1724 21.3139
H -17.7508 19.6002 22.4317
H -26.7311 18.0273 19.9113
H -25.9636 22.3570 15.4803
H -20.2658 18.7372 22.6788
H -32.0302 20.9095 20.4169
H -27.0315 13.9392 21.5815
H -23.0743 19.0336 23.1459
H -31.9657 11.7165 24.9073
H -24.4967 17.9013 19.1660
H -23.0190 12.5728 20.8425
H -21.8256 13.3958 19.3697
H -24.0214 12.6040 17.4174
H -23.3967 20.5816 25.2531
H -31.8878 10.9445 23.3923
H -33.6989 16.0574 23.3601
H -34.2657 19.2885 17.9365
H -28.0697 14.7942 22.7882
H -19.8418 20.9389 19.7248
H -17.8677 16.3755 20.9862
H -30.7991 12.0547 21.4620
H -25.7465 20.9691 24.7227
H -22.4399 17.8469 21.7477
H -30.6394 17.6003 21.7782
H -27.3508 21.5401 17.0642
H -25.5324 20.1380 26.2513
H -19.2310 17.4068 23.1898
H -30.4844 21.2906 18.6940
H -24.5749 19.4266 22.9068
H -21.4108 17.8380 20.3313
H -35.0699 14.6367 22.1602
H -19.2838 18.3589 20.2809
H -23.9329 14.7692 19.5637
H -32.3502 17.1428 20.0126
H -23.9602 17.6117 25.1651
H -29.9586 17.8466 17.0617
H -23.9218 14.9218 17.7637
H -34.4304 13.5509 20.8115
H -24.5865 12.0132 21.4533
H -29.8633 14.9036 21.4214
H -23.2795 20.8817 20.1177
H -31.3775 14.3852 25.0200
H -21.1290 12.7867 17.1821
H -26.0368 19.1356 24.9825
H -21.6863 16.6774 26.3972
H -26.6852 19.5642 21.4988
H -22.5935 15.6157 18.7081
H -23.6128 18.6065 26.6339
H -29.6440 20.6754 20.1598
H -30.3550 15.0195 23.7648
H -33.8470 12.6304 24.0424
H -32.2809 13.8287 20.0240
H -31.9511 16.2218 23.2281
H -21.1877 21.8589 20.3518
H -30.4160 11.3713 24.2714
H -32.9594 16.7659 21.9133
*
```

Properties
SMILES string ... CC1(C)CCCC(C)(C)N1O.CC1(C)CCCC(C)(C)N1O.COC[C@H](C)N.COC[C@H](C)N.COC[C@H](C)N.COC[C@H](C)N.NC(N)=O.NC(N)=O
E ... -2574.96292 a.u.
Energy relative to the best compared isomer or geometry (same formula, charge and spin) ... 0.0 kcal per mole
LUMO level ... 0.34 eV

---

(5)
Density functional theory data (ωB97M-V/def2-TZVPD) for an isolated molecule of C6H8O2 at a distorted geometry.

The geometry in ORCA input format:
```
! RIJCOSX wB97M-V def2-TZVPD def2/J DEFGRID3
* xyz 0 1
O -1.5391 0.9996 -0.0366
O 2.0256 -0.9489 -0.3885
C -0.1783 -0.8754 0.4962
C -1.3097 -1.7392 -0.0199
C -1.0730 -0.2781 -0.4473
C -0.3552 1.7882 -0.0603
C 1.1824 -0.2261 0.4456
C 0.9174 1.4197 0.0669
H -1.9563 -2.1427 0.7611
H -0.5337 -0.1405 -1.3981
H 1.6485 -0.3135 1.4670
H 2.4554 -0.2979 -0.9958
H -0.5150 2.9286 0.1650
H -1.3909 -2.3116 -0.9681
H -0.4454 -0.8370 1.5505
H 1.7442 2.1746 -0.0687
*
```

Properties
SMILES string ... O[C@H]1C=CO[C@@H]2C[C@@H]12
E ... -383.72593 a.u.
Energy relative to the best compared isomer or geometry (same formula, charge and spin) ... 115.6 kcal per mole
LUMO level ... 0.91 eV

---

(6)
Density functional theory data (ωB97M-V/def2-TZVPD) for a 3-piece molecular cluster, C5H12O5 overall at a distorted geometry.

The geometry in ORCA input format:
```
! RIJCOSX wB97M-V def2-TZVPD def2/J DEFGRID3
* xyz 0 1
O -0.1683 -2.3047 -0.1627
O -0.9774 -1.7802 -2.1729
O -3.6112 -1.7808 -1.1647
O -1.7563 3.3688 1.5398
O 2.2956 0.9576 2.6819
C 2.1162 0.8750 0.3464
C 0.8450 -0.4379 -1.3939
C -0.2835 -1.4811 -1.2457
C 2.1332 1.6069 1.6765
C 0.7204 0.5352 -0.1894
H 1.8901 2.6893 1.8847
H -2.7479 -1.9804 -1.4963
H -0.2286 -1.7886 0.6692
H 2.5516 -0.1769 0.6175
H 2.7964 1.3847 -0.4603
H 0.1340 0.3535 0.7670
H -1.1522 2.9756 2.1731
H 0.0195 1.3318 -0.3913
H -1.3442 3.4227 0.6853
H 1.7525 -1.0566 -1.2795
H 1.0526 -0.0695 -2.4035
H -4.2586 -1.2581 -1.6451
*
```

Properties
SMILES string ... O=CCCCC(=O)O.O.O
E ... -573.84929 a.u.
Energy relative to the best compared isomer or geometry (same formula, charge and spin) ... 43.8 kcal per mole
LUMO level ... 0.21 eV

---

(7)
Density functional theory data (ωB97M-V/def2-TZVPD) for an isolated molecule of C3N2O at a distorted geometry.

The geometry in ORCA input format:
```
! RIJCOSX wB97M-V def2-TZVPD def2/J DEFGRID3
* xyz 0 1
O 0.0147 1.6387 -0.0095
N -2.4035 -0.7243 -0.0391
N 2.2984 -0.7737 -0.0991
C 1.2474 -0.4259 0.1640
C -1.1721 -0.4527 0.0406
C 0.0278 0.4414 -0.0306
*
```

Properties
SMILES string ... N#CC(=O)C#N
E ... -298.96585 a.u.
Energy relative to the best compared isomer or geometry (same formula, charge and spin) ... 31.9 kcal per mole
LUMO level ... -2.32 eV

---

(8)
Density functional theory data (ωB97M-V/def2-TZVPD) for C18H20N3OPtSb as an isolated structure at a distorted geometry.

The geometry in ORCA input format:
```
! RIJCOSX wB97M-V def2-TZVPD def2/J DEFGRID3
* xyz 2 3
Pt -0.4029 0.7261 -0.2378
Sb 1.4175 -2.3088 0.5343
O -0.4378 2.2859 -2.1152
N -0.7288 -1.1425 -1.4000
N 1.7897 0.7590 0.1361
N -0.7619 -0.3082 1.6303
C 4.5225 0.8047 0.2020
C 3.8397 -0.4045 0.2329
C -0.0934 -1.4173 1.9072
C 1.5791 3.1726 0.1437
C -1.6630 0.1998 2.4779
C -0.8873 -3.2796 -3.0976
C 0.0922 -2.1641 -1.2349
C 2.4559 -0.3795 0.2069
C -1.7668 -2.2211 -3.2226
C -1.2313 -1.5987 3.9957
C -2.6039 0.0144 -2.4074
C -1.9185 -0.4382 3.6856
C 2.4123 1.9376 0.1421
C 0.0540 -3.2628 -2.0763
C -2.3530 1.4544 2.0565
C -1.6675 -1.1426 -2.3463
C -0.3031 -2.0992 3.0942
C 3.8043 1.9850 0.1753
H 0.7448 -4.0820 -1.9344
H 0.2496 -3.0027 3.3065
H 4.3063 2.9394 0.1877
H -0.9602 3.0835 -2.2390
H -2.5324 0.5321 -3.3629
H -1.4102 -2.1136 4.9254
H -1.6258 2.2600 1.9085
H -2.6455 -0.0257 4.3662
H -2.5317 -2.2231 -3.9828
H 4.3668 -1.3472 0.2752
H 0.1249 2.1681 -2.8844
H 1.8171 3.7767 1.0187
H -3.0631 1.7864 2.8093
H 1.7753 3.7843 -0.7358
H -3.6304 -0.3361 -2.3042
H -2.9079 1.2919 1.1261
H 5.6013 0.8257 0.2214
H 0.5095 2.9085 0.1781
H -0.9481 -4.1188 -3.7733
H -2.3884 0.7204 -1.5888
*
```

Properties
E ... -1296.39429 a.u.
Energy relative to the best compared isomer or geometry (same formula, charge and spin) ... 2.6 kcal per mole
⟨S²⟩ ... 2.005
LUMO level (alpha / beta) ... -5.96 / -7.87 eV